Entry 1:
{"formula": "C20H48N9OPRu", "method": "ωB97M-V with the def2-TZVPD basis set", "elements": ["Ru", "N", "C", "C", "N", "H", "H", "H", "H", "H", "H", "H", "H", "N", "N", "H", "H", "H", "H", "O", "P", "N", "C", "C", "C", "C", "N", "C", "C", "C", "C", "N", "C", "C", "C", "C", "H", "H", "H", "H", "H", "H", "H", "H", "H", "H", "H", "H", "H", "H", "H", "H", "H", "H", "H", "H", "H", "H", "H", "H", "C", "C", "N", "C", "C", "N", "C", "C", "H", "H", "H", "H", "H", "H", "H", "H", "H", "H", "H", "H"], "positions_angstrom": [[0.126, 1.257, 0.256], [-1.587, 1.263, 1.540], [-1.113, 1.481, 2.938], [-0.028, 2.532, 2.922], [1.018, 2.097, 1.953], [-2.358, 1.898, 1.349], [-1.989, 0.327, 1.483], [-0.706, 0.537, 3.296], [-1.930, 1.775, 3.596], [0.396, 2.672, 3.917], [-0.420, 3.497, 2.591], [1.514, 1.302, 2.362], [1.706, 2.840, 1.861], [2.922, 1.936, -0.997], [1.959, 0.879, -0.803], [3.715, 1.579, -1.526], [3.288, 2.178, -0.081], [2.373, 0.081, -0.315], [1.752, 0.525, -1.735], [0.576, -0.487, 1.292], [0.278, -1.845, 0.648], [-0.999, -1.600, -0.375], [-2.018, -2.630, -0.712], [-2.359, -2.325, -2.166], [-2.202, -0.807, -2.244], [-0.946, -0.567, -1.393], [-0.106, -2.934, 1.769], [-1.085, -2.652, 2.846], [-1.191, -3.981, 3.589], [-0.942, -5.016, 2.494], [0.194, -4.390, 1.694], [1.560, -2.326, -0.245], [1.430, -3.185, -1.457], [2.623, -4.132, -1.369], [3.679, -3.290, -0.658], [2.871, -2.575, 0.418], [-2.890, -2.521, -0.064], [-1.623, -3.636, -0.575], [-3.357, -2.660, -2.439], [-1.646, -2.812, -2.834], [-3.065, -0.319, -1.784], [-2.095, -0.433, -3.260], [-1.074, 0.492, -0.990], [-0.044, -0.627, -2.012], [-2.053, -2.367, 2.415], [-0.728, -1.844, 3.484], [-2.151, -4.097, 4.087], [-0.408, -4.043, 4.347], [-1.830, -5.129, 1.866], [-0.677, -5.996, 2.881], [0.231, -4.740, 0.663], [1.159, -4.591, 2.163], [1.490, -2.564, -2.354], [0.477, -3.714, -1.481], [2.937, -4.487, -2.347], [2.368, -5.004, -0.762], [4.114, -2.566, -1.351], [4.490, -3.879, -0.236], [3.328, -1.642, 0.752], [2.745, -3.209, 1.300], [0.481, 4.333, -0.322], [0.162, 5.683, -1.124], [-0.795, 5.285, -2.109], [-0.288, 4.371, -3.083], [-0.033, 3.021, -2.255], [-0.348, 3.230, -0.833], [-1.762, 3.609, -0.704], [-2.068, 4.915, -1.568], [0.257, 4.499, 0.730], [1.523, 4.072, -0.464], [1.062, 6.064, -1.600], [-0.266, 6.436, -0.466], [0.643, 4.743, -3.504], [-1.020, 4.205, -3.870], [1.017, 2.759, -2.347], [-0.667, 2.232, -2.656], [-1.982, 3.816, 0.341], [-2.389, 2.792, -1.058], [-2.457, 5.712, -0.939], [-2.768, 4.697, -2.371]], "mulliken_charge": [0.04, -0.23, -0.32, -0.66, -0.40, 0.36, 0.14, -0.13, 0.59, 0.57, 0.22, 0.29, 0.30, -0.77, 0.03, 0.28, 0.21, -0.03, 0.35, -0.83, -2.27, 1.28, -0.43, -0.91, -0.92, 0.73, 0.57, -0.14, -0.77, -0.79, -0.33, 0.95, -0.29, -0.71, -0.79, -0.43, 0.42, 0.27, 0.46, 0.28, 0.36, 0.46, -0.33, 0.18, 0.31, -0.08, 0.41, 0.35, 0.28, 0.42, 0.22, 0.37, 0.32, 0.16, 0.44, 0.26, 0.28, 0.41, 0.26, 0.29, -0.83, -0.90, 0.27, -0.91, -0.49, 1.43, -0.71, -0.93, 0.28, 0.55, 0.30, 0.34, 0.32, 0.34, 0.43, 0.35, 0.48, 0.43, 0.33, 0.33], "homo_ha": [-0.623, -0.623], "multiplicity": 2, "total_energy_ha": -1794.308423, "relative_energy_kj_mol": 0.0, "s2": 0.7550, "total_charge": 3, "gap_ha": [0.35503, 0.19397], "max_force_ev_per_a": 0.19}

Entry 2:
{"formula": "C20H49AlB2Cl3F2N3NbO11", "method": "ωB97M-V with the def2-TZVPD basis set", "elements": ["C", "C", "O", "B", "O", "Nb", "O", "C", "C", "C", "O", "O", "N", "O", "B", "C", "O", "H", "H", "H", "H", "H", "H", "H", "H", "H", "H", "H", "H", "H", "H", "H", "H", "H", "H", "H", "Al", "F", "N", "C", "C", "C", "C", "C", "H", "H", "H", "H", "H", "C", "Cl", "Cl", "H", "H", "O", "H", "H", "C", "C", "O", "H", "H", "H", "H", "H", "Cl", "C", "C", "C", "O", "H", "H", "H", "H", "H", "H", "H", "H", "C", "C", "O", "N", "C", "H", "H", "H", "H", "H", "H", "H", "H", "F"], "positions_angstrom": [[7.981, -4.521, -2.738], [6.615, -4.711, -2.044], [5.905, -5.869, -2.540], [5.619, -5.515, -3.881], [6.335, -6.034, -4.956], [3.760, -4.035, -4.223], [2.378, -5.314, -3.808], [1.908, -5.380, -2.445], [1.071, -4.169, -2.011], [-0.065, -3.854, -2.962], [0.521, -4.483, -0.710], [3.758, -4.442, -6.105], [2.843, -5.520, -6.506], [3.374, -6.537, -6.574], [5.321, -2.315, -4.462], [5.106, -1.005, -3.523], [6.403, -2.322, -5.358], [7.987, -3.601, -3.335], [8.740, -4.357, -1.958], [8.303, -5.397, -3.305], [6.823, -4.882, -0.984], [6.008, -3.822, -2.087], [6.856, -5.305, -5.319], [2.505, -2.725, -4.575], [3.818, -3.512, -2.345], [1.293, -6.279, -2.300], [2.801, -5.452, -1.797], [1.694, -3.263, -1.865], [-0.634, -2.971, -2.622], [0.273, -3.669, -3.983], [-0.762, -4.700, -2.970], [1.280, -4.489, -0.111], [4.978, -0.105, -4.152], [5.944, -0.856, -2.795], [4.127, -1.130, -2.965], [7.182, -2.631, -4.882], [4.634, -2.276, -1.580], [-0.811, -5.720, -4.716], [-4.612, -4.699, -0.276], [-5.188, -4.182, 0.810], [-4.501, -3.490, 1.797], [-3.131, -3.330, 1.644], [-2.509, -3.861, 0.525], [-3.293, -4.534, -0.405], [-6.260, -4.334, 0.888], [-5.019, -3.090, 2.653], [-2.553, -2.796, 2.391], [-1.443, -3.761, 0.371], [-2.847, -4.962, -1.297], [2.550, -0.935, 2.237], [1.842, -2.024, 1.028], [4.315, -1.137, 2.357], [2.334, 0.089, 1.951], [2.109, -1.154, 3.202], [-4.807, -3.024, 4.826], [-5.325, -3.120, 5.631], [-3.897, -3.162, 5.107], [1.344, 3.619, 2.031], [0.238, 2.566, 2.337], [0.617, 1.364, 1.872], [1.523, 3.701, 0.958], [1.031, 4.603, 2.401], [2.278, 3.350, 2.530], [-0.680, 3.003, 1.891], [0.039, 2.646, 3.429], [5.402, -3.392, 0.220], [-4.462, 4.077, 0.876], [-3.758, 4.490, 2.161], [-4.092, 5.926, 2.539], [-2.346, 4.339, 1.999], [-4.142, 4.713, 0.045], [-4.212, 3.049, 0.612], [-5.546, 4.158, 0.978], [-4.051, 3.821, 2.971], [-3.750, 6.574, 1.728], [-3.580, 6.216, 3.447], [-5.160, 6.052, 2.700], [-2.068, 4.924, 1.285], [-5.077, 8.856, 2.067], [-4.396, 8.884, 3.389], [-3.374, 8.388, 3.718], [-5.134, 9.482, 4.554], [-6.075, 10.602, 4.367], [-4.354, 8.554, 1.317], [-5.881, 8.124, 2.118], [-5.478, 9.835, 1.797], [-5.604, 8.594, 4.959], [-4.390, 9.689, 5.221], [-6.439, 10.911, 5.344], [-6.906, 10.261, 3.756], [-5.557, 11.431, 3.890], [-5.595, 7.265, 4.544]], "mulliken_charge": [-1.42, 1.15, -0.54, 0.98, -0.50, 0.05, -0.46, -0.68, 1.56, -1.65, -0.49, -0.55, 0.31, -0.18, 0.30, -0.48, -0.69, 0.23, 0.35, 0.37, 0.67, -1.08, 0.33, 0.01, 0.44, 0.36, 0.42, -0.55, 0.42, 0.23, 0.33, 0.30, 0.53, 0.15, 0.18, 0.32, 0.00, -0.91, -0.55, -0.39, -0.10, -0.59, 0.01, -0.37, 0.34, 0.37, 0.39, 0.42, 0.50, -0.10, -0.05, -0.19, 0.08, 0.30, -0.59, 0.29, 0.30, -1.12, 0.18, -0.64, 0.29, 0.36, 0.29, -0.05, 0.18, -0.26, -1.42, 0.19, -0.93, -0.50, 0.33, 0.37, 0.38, 0.33, 0.15, 0.29, 0.35, 0.29, -1.42, 0.95, -0.53, -0.17, -0.94, 0.35, 0.36, 0.45, 0.41, 0.37, 0.35, 0.35, 0.34, -0.76], "homo_ha": -0.144, "multiplicity": 1, "total_energy_ha": -3712.390149, "total_charge": -1, "gap_ha": 0.07328, "max_force_ev_per_a": 6.84}

Entry 3:
{"formula": "C20H49F3NO20S5", "method": "ωB97M-V with the def2-TZVPD basis set", "elements": ["N", "H", "H", "H", "H", "C", "O", "O", "O", "O", "S", "O", "O", "C", "C", "C", "H", "H", "H", "H", "H", "H", "H", "H", "O", "S", "O", "O", "C", "C", "C", "H", "H", "H", "H", "H", "H", "H", "H", "O", "S", "O", "O", "C", "C", "C", "H", "H", "H", "H", "H", "H", "H", "H", "O", "S", "O", "O", "C", "C", "C", "H", "H", "H", "H", "H", "H", "H", "H", "O", "S", "O", "O", "C", "C", "C", "H", "H", "H", "H", "H", "H", "H", "H", "C", "C", "O", "C", "O", "C", "F", "F", "F", "H", "H", "H", "H", "H"], "positions_angstrom": [[-0.417, -0.406, -0.450], [-1.340, -0.180, -0.107], [-0.053, 0.488, -0.749], [-0.574, -1.003, -1.250], [0.108, -0.787, 0.324], [-3.372, -0.475, 0.472], [-4.627, -0.589, 0.547], [-2.696, -1.422, 0.855], [-2.846, 0.571, 0.065], [3.677, 0.108, -0.109], [2.984, 0.136, 1.201], [1.530, 0.101, 1.381], [3.649, -1.032, 2.195], [3.010, -1.230, 3.388], [3.530, -2.441, 4.222], [3.539, 1.607, 2.098], [1.938, -1.254, 3.191], [3.073, -0.357, 4.037], [2.865, -2.503, 5.084], [4.580, -2.226, 4.421], [3.413, -3.308, 3.570], [3.055, 1.714, 3.068], [3.391, 2.492, 1.478], [4.619, 1.491, 2.196], [0.733, -2.711, 1.064], [0.410, -4.093, 1.538], [1.390, -5.197, 1.545], [-0.249, -3.926, 3.096], [-1.246, -2.958, 3.442], [-1.758, -3.396, 4.818], [-1.099, -4.796, 0.638], [-2.035, -3.075, 2.699], [-0.924, -1.924, 3.319], [-2.757, -2.982, 4.955], [-1.012, -3.056, 5.535], [-1.879, -4.468, 4.977], [-0.971, -4.423, -0.378], [-1.922, -4.206, 1.042], [-1.300, -5.855, 0.802], [1.423, -0.508, -4.946], [1.588, 0.585, -3.937], [1.818, 0.262, -2.550], [2.643, 1.750, -4.455], [3.215, 1.614, -5.776], [2.368, 2.403, -6.716], [0.078, 1.680, -3.909], [3.284, 0.573, -6.092], [4.224, 2.025, -5.771], [2.589, 2.163, -7.757], [2.614, 3.464, -6.745], [1.337, 2.174, -6.445], [0.329, 2.544, -3.294], [-0.768, 1.081, -3.571], [-0.090, 1.927, -4.957], [-1.236, -2.180, -2.443], [-2.379, -2.054, -3.395], [-2.449, -0.861, -4.238], [-2.492, -3.344, -4.292], [-2.185, -4.573, -3.723], [-3.117, -5.576, -4.309], [-3.971, -2.206, -2.509], [-2.275, -4.530, -2.638], [-1.123, -4.797, -3.819], [-4.144, -5.413, -3.980], [-2.959, -6.592, -3.947], [-3.016, -5.619, -5.394], [-4.238, -1.204, -2.172], [-3.853, -2.786, -1.594], [-4.712, -2.623, -3.191], [0.729, 0.495, 4.688], [-0.599, 1.058, 4.549], [-1.742, 0.542, 5.192], [-0.484, 2.710, 4.879], [-1.711, 3.416, 5.254], [-1.653, 4.822, 4.691], [-0.915, 1.235, 2.666], [-1.757, 3.585, 6.330], [-2.626, 2.921, 4.929], [-1.436, 4.946, 3.630], [-1.003, 5.493, 5.252], [-2.614, 5.284, 4.918], [-0.781, 0.253, 2.212], [-0.181, 1.945, 2.285], [-1.940, 1.486, 2.394], [3.546, 4.393, -1.295], [2.287, 3.991, -2.004], [1.115, 4.490, -1.355], [0.150, 3.748, -0.871], [0.257, 2.495, -0.732], [-1.136, 4.525, -0.337], [-1.222, 5.872, -0.646], [-2.241, 3.892, -0.870], [-1.215, 4.327, 0.962], [3.831, 5.438, -1.422], [4.266, 3.690, -1.713], [3.705, 4.141, -0.247], [2.337, 2.905, -1.922], [2.112, 4.091, -3.075]], "mulliken_charge": [2.04, -0.56, 0.09, 0.38, -0.13, 0.36, -0.93, -0.56, -0.80, -0.69, 1.06, 0.18, -0.41, 0.35, -1.43, -0.67, -0.02, 0.25, 0.33, 0.41, 0.32, 0.21, -0.02, 0.42, -0.52, 0.97, -0.64, -0.41, 0.79, -1.60, -0.70, 0.06, -0.15, 0.40, 0.33, 0.40, 0.12, 0.26, 0.38, -0.67, 0.83, -0.37, -0.19, -0.39, -0.83, -0.63, 0.34, 0.32, 0.37, 0.29, 0.10, 0.03, 0.19, 0.45, -0.86, 1.20, -0.71, -0.33, 0.13, -1.30, -1.00, 0.03, 0.35, 0.30, 0.40, 0.30, 0.41, 0.23, 0.43, -0.58, 1.11, -0.61, -0.38, -0.22, -1.07, -0.03, 0.31, 0.36, 0.17, 0.32, 0.38, -0.66, 0.18, 0.59, -1.29, 0.11, -0.36, 0.46, -0.57, 0.76, -0.27, -0.22, -0.20, 0.35, 0.39, 0.22, 0.03, 0.42], "homo_ha": -0.076, "multiplicity": 1, "total_energy_ha": -4641.409588, "relative_energy_kj_mol": 210.5, "total_charge": -1, "gap_ha": 0.14630, "max_force_ev_per_a": 6.28}

Entry 4:
{"formula": "C20H49NO6PS4", "method": "ωB97M-V with the def2-TZVPD basis set", "elements": ["C", "C", "C", "C", "C", "N", "C", "C", "C", "C", "C", "C", "C", "P", "O", "O", "H", "H", "H", "H", "H", "H", "H", "H", "H", "H", "H", "H", "H", "H", "H", "H", "H", "H", "H", "H", "H", "H", "H", "H", "H", "C", "S", "O", "C", "H", "H", "H", "H", "H", "H", "C", "S", "O", "C", "H", "H", "H", "H", "H", "H", "C", "S", "O", "C", "H", "H", "H", "H", "H", "H", "C", "S", "O", "C", "H", "H", "H", "H", "H", "H"], "positions_angstrom": [[-2.169, 1.995, 0.796], [-1.989, 2.780, -0.272], [-2.615, 2.630, -1.645], [-3.670, 1.507, -1.720], [-3.258, 0.190, -2.371], [-2.406, 0.387, -3.591], [-3.249, 0.947, -4.695], [-1.168, 1.226, -3.360], [-0.043, 0.414, -2.685], [0.155, -0.901, -3.455], [-0.135, 0.207, -1.161], [0.617, -1.012, -0.629], [-1.562, 2.598, -2.796], [-0.019, 3.588, -2.464], [0.745, 3.406, -3.911], [-0.769, 5.033, -2.672], [-1.343, 1.789, 1.470], [-3.127, 1.567, 1.076], [-1.359, 3.660, -0.158], [-3.166, 3.559, -1.823], [-4.522, 1.883, -2.287], [-4.053, 1.272, -0.730], [-2.772, -0.512, -1.700], [-4.158, -0.314, -2.725], [-2.123, -0.535, -3.921], [-3.666, 1.902, -4.403], [-2.619, 1.069, -5.573], [-4.023, 0.222, -4.933], [-0.790, 1.423, -4.364], [0.869, 0.992, -2.850], [-0.567, -1.673, -3.174], [1.155, -1.295, -3.298], [0.075, -0.724, -4.534], [0.280, 1.088, -0.668], [-1.164, 0.141, -0.815], [0.138, -1.951, -0.908], [1.660, -1.025, -0.945], [0.603, -1.002, 0.457], [-2.032, 3.143, -3.621], [1.607, 2.984, -3.766], [-0.142, 5.728, -2.894], [2.108, -5.149, 2.416], [1.701, -3.488, 2.943], [1.034, -2.817, 1.786], [3.388, -2.874, 2.983], [1.172, -5.691, 2.296], [2.644, -5.105, 1.468], [2.698, -5.635, 3.193], [3.836, -2.992, 1.996], [3.951, -3.426, 3.735], [3.347, -1.821, 3.253], [4.680, 4.941, -2.344], [5.192, 3.228, -2.503], [3.952, 2.445, -2.798], [5.558, 2.966, -0.767], [4.362, 5.278, -3.329], [3.852, 5.001, -1.638], [5.523, 5.542, -2.005], [4.665, 3.168, -0.177], [6.377, 3.621, -0.471], [5.857, 1.927, -0.650], [-5.355, 2.973, 4.013], [-3.760, 3.708, 3.623], [-3.050, 3.906, 4.909], [-4.409, 5.310, 3.126], [-5.167, 1.971, 4.392], [-5.849, 3.573, 4.777], [-5.963, 2.920, 3.109], [-4.976, 5.738, 3.953], [-5.040, 5.190, 2.245], [-3.559, 5.946, 2.889], [1.754, -9.398, 4.046], [2.238, -8.432, 5.480], [2.032, -7.001, 5.121], [4.001, -8.749, 5.348], [0.678, -9.289, 3.930], [2.267, -9.015, 3.164], [2.001, -10.446, 4.214], [4.355, -8.413, 4.373], [4.189, -9.814, 5.482], [4.492, -8.187, 6.139]], "mulliken_charge": [-1.39, -0.11, 0.16, -0.96, -0.71, 0.24, -0.94, -1.03, 1.25, -2.24, 0.37, -1.93, -0.53, 0.07, -0.60, -0.53, 0.28, 0.23, 0.50, 0.38, 0.46, 0.34, 0.34, 0.56, 0.48, 0.44, 0.34, 0.38, 0.47, 0.19, 0.51, 0.47, 0.40, 0.36, -0.09, 0.28, 0.35, 0.63, 0.95, 0.33, 0.33, -0.95, 0.43, -0.56, -0.93, 0.31, 0.39, 0.30, 0.29, 0.37, 0.31, -0.90, 0.40, -0.53, -0.93, 0.31, 0.25, 0.39, 0.29, 0.39, 0.32, -1.02, 0.64, -0.67, -1.02, 0.32, 0.37, 0.34, 0.38, 0.33, 0.31, -0.91, 0.44, -0.55, -0.92, 0.32, 0.27, 0.38, 0.28, 0.37, 0.32], "homo_ha": -0.380, "multiplicity": 1, "total_energy_ha": -3231.384375, "total_charge": 1, "gap_ha": 0.30248, "max_force_ev_per_a": 1.28}